Record 1
The following is a quantum chemistry calculation of C26H42As3BaClF4N3 as an isolated structure at a distorted geometry, from OMol25.

Computed properties:
Gap between HOMO and LUMO   5.36 eV
Highest occupied orbital energy   -10.34 eV
E_tot   -8772.2431 hartree
LUMO energy   -4.987 eV

```
! wB97M-V def2-TZVPD RIJCOSX def2/J DEFGRID3
* xyz 1 1
Ba 0.78348 -1.32160 -0.20631
C -3.04952 -0.02678 -2.44391
N -2.83697 -1.45069 -2.25414
C -4.10114 -2.11312 -1.96711
C -2.21295 -2.07449 -3.41939
C -0.78360 -1.60081 -3.68966
N 0.07343 -1.78925 -2.53661
C 0.74539 -2.91879 -2.31720
C 0.57849 -3.80103 -1.33348
F -0.47608 -3.72966 -0.48314
C 1.67267 -4.75641 -0.91417
F 1.16667 -5.74467 -0.09609
C 2.27700 -5.36594 -2.16338
C 2.55695 -4.48227 -3.11707
F 3.20737 -4.78411 -4.23541
C 2.22400 -3.05033 -2.88760
F 2.37080 -2.32539 -4.02379
H -3.66355 0.19653 -3.33121
H -2.09749 0.49386 -2.55164
H -3.56301 0.38456 -1.57228
H -4.81823 -2.02899 -2.79840
H -4.56354 -1.67256 -1.08252
H -3.92721 -3.17154 -1.77198
H -2.82665 -1.90766 -4.32137
H -2.19136 -3.15250 -3.23896
H -0.79338 -0.53778 -3.93916
H -0.41293 -2.11912 -4.57991
H 2.47271 -6.42784 -2.21751
C -2.14564 0.22549 3.86813
As -1.43920 -0.04180 2.06999
C -2.86021 -1.16422 1.34325
C -1.95206 1.59924 1.11123
C -1.26567 2.94519 1.45063
C -1.37144 3.81678 0.19545
C 0.19953 2.75496 1.83790
As 1.36643 1.91654 0.47979
C 2.74063 1.24223 1.72567
C 2.34097 3.47946 -0.17912
C -2.05866 3.60571 2.60535
As -1.57835 5.23520 3.66623
C -0.12360 4.58480 4.83648
C -0.48753 6.35396 2.46994
H -1.48741 0.87363 4.44465
H -2.19664 -0.74018 4.37024
H -3.14549 0.65824 3.83811
H -3.83198 -0.69764 1.50762
H -2.84401 -2.13765 1.83328
H -2.70646 -1.31348 0.27214
H -3.03647 1.70800 1.20876
H -1.76269 1.34863 0.06090
H -0.87513 3.33906 -0.65564
H -0.92574 4.79783 0.34226
H -2.41775 3.96161 -0.08056
H 0.28614 2.14435 2.74070
H 0.63817 3.72520 2.06989
H 3.13892 2.05909 2.32743
H 3.55363 0.77352 1.17220
H 2.28308 0.51159 2.39527
H 2.66728 4.10548 0.65154
H 1.69534 4.06219 -0.83472
H 3.21476 3.16293 -0.74709
H -2.22578 2.87595 3.40260
H -3.05551 3.83066 2.21343
H -0.40183 3.62005 5.26127
H -0.01035 5.28807 5.66121
H 0.83216 4.49396 4.33428
H -1.09449 6.72954 1.64657
H 0.39921 5.85185 2.07427
H -0.16140 7.21016 3.06077
Cl 5.40040 -2.00843 -3.29130
C 4.53650 -2.76087 -2.05077
C 5.03188 -3.90804 -1.43071
C 4.16427 -4.59332 -0.61429
C 2.84416 -4.00251 -0.14736
N 2.84666 -2.58592 -0.34704
C 3.19186 -2.30184 -1.69862
H 5.99990 -4.30414 -1.70349
H 4.47007 -5.56779 -0.24211
H 2.72386 -4.23765 0.91491
H 3.08428 -1.24728 -1.94813
*
```

Record 2
The following is a quantum chemistry calculation of a 7-piece molecular cluster, C30H79N5O12 overall at a distorted geometry, from OMol25.

Computed properties:
Gap between HOMO and LUMO   9.09 eV
Highest occupied orbital energy   -8.66 eV
SMILES string   COCCNCCOC.COCCNCCOC.COCCNCCOC.COCCNCCOC.COCCNCCOC.O.O
E_tot   -2366.7247 hartree
LUMO energy   0.425 eV

```
! wB97M-V def2-TZVPD RIJCOSX def2/J DEFGRID3
* xyz 0 1
O 0.47378 2.18305 -1.01980
H 1.30278 2.64945 -0.91279
H 0.19507 2.39056 -1.91170
O -0.59001 -0.27058 -0.47908
H -0.48975 -0.13075 0.46253
H -0.40668 0.58396 -0.86945
C 2.67556 -1.34239 -0.07608
O 3.95042 -1.25564 0.55523
C 3.87581 -1.56719 1.95142
C 5.33556 -1.51873 2.54574
N 6.06875 -2.70304 2.05680
C 7.48919 -2.73353 2.30577
C 8.01814 -3.93803 1.59172
O 8.48567 -3.69298 0.30593
C 8.97072 -4.90573 -0.32345
H 2.65601 -0.77167 -1.00452
H 1.94357 -0.73581 0.45717
H 2.17841 -2.29794 -0.24301
H 3.44039 -2.54135 2.17396
H 3.23521 -0.86740 2.48811
H 5.32822 -1.47559 3.63486
H 5.75731 -0.57777 2.19244
H 5.93042 -2.66848 1.05691
H 7.61288 -2.92895 3.37095
H 8.00833 -1.84325 1.95079
H 7.23957 -4.69966 1.54863
H 8.91224 -4.25548 2.12829
H 8.14968 -5.59685 -0.51408
H 9.57192 -5.49128 0.37210
H 9.56615 -4.75670 -1.22420
C -0.61771 -3.57695 -1.83160
O -1.34254 -3.91742 -3.01395
C -1.68415 -2.86138 -3.95169
C -2.91477 -2.01471 -3.60774
N -3.26948 -0.96473 -4.51957
C -3.70674 -1.54459 -5.77920
C -4.52776 -0.48657 -6.62240
O -5.56879 -0.05630 -5.83673
C -6.23302 1.09601 -6.37503
H 0.33324 -3.16317 -2.16711
H -0.51937 -4.42421 -1.15293
H -1.16007 -2.75160 -1.37036
H -1.95687 -3.35353 -4.88524
H -0.77306 -2.27241 -4.05725
H -2.72988 -1.62921 -2.60509
H -3.85171 -2.51371 -3.36030
H -4.13366 -0.54618 -4.20635
H -4.32558 -2.44184 -5.78913
H -2.82481 -1.74128 -6.38880
H -5.05570 -1.03414 -7.40313
H -4.04531 0.35643 -7.11706
H -5.57629 1.96521 -6.41103
H -6.99435 1.44171 -5.67578
H -6.79679 0.94119 -7.29497
C 1.99755 -6.46631 5.72532
O 1.22939 -5.57980 6.46052
C 1.97946 -4.57311 7.19941
C 1.13710 -3.33075 7.34499
N 0.87655 -2.53855 6.08105
C 0.26954 -3.30750 5.00019
C -0.09424 -2.52176 3.71741
O -0.60421 -3.32282 2.67514
C -1.00235 -2.52158 1.60659
H 1.39963 -7.12991 5.10063
H 2.65583 -7.01691 6.39734
H 2.56208 -5.87011 5.00842
H 2.79573 -4.18937 6.58741
H 2.33055 -4.97378 8.15036
H 1.60544 -2.65358 8.05926
H 0.17895 -3.50333 7.83516
H 0.19782 -1.85847 6.39235
H -0.58516 -3.83285 5.42632
H 0.90869 -4.08635 4.58427
H 0.83467 -2.07908 3.35787
H -0.75823 -1.72465 4.05183
H -1.52976 -3.16622 0.90347
H -0.13150 -2.06219 1.13897
H -1.69765 -1.72923 1.88379
C -2.53063 0.69183 1.96984
O -1.14150 0.95952 1.83388
C -0.58462 1.63939 2.95812
C 0.96735 1.65064 2.74342
N 1.42834 2.66749 1.83132
C 2.87939 2.61174 1.47473
C 3.29979 3.67744 0.50542
O 2.70924 3.27580 -0.69981
C 3.32290 3.90912 -1.84724
H -2.79366 0.36886 0.96257
H -2.90437 1.67476 2.25666
H -2.79773 -0.02415 2.74710
H -0.78198 1.13899 3.90614
H -0.95717 2.65782 3.06808
H 1.42238 0.71928 2.40635
H 1.41647 1.85798 3.71471
H 0.96952 2.46422 0.95482
H 3.12525 1.61434 1.11025
H 3.41991 2.78915 2.40450
H 4.38936 3.67993 0.53582
H 2.97099 4.65133 0.86808
H 4.31282 3.46613 -1.95638
H 3.37196 4.98614 -1.68689
H 2.84162 3.64219 -2.78810
C -3.58447 1.72192 -1.66724
O -4.04600 2.16340 -2.89124
C -5.18303 3.04869 -2.93105
C -4.97894 4.37749 -2.19570
N -5.99800 5.33176 -2.60558
C -5.91548 6.72137 -2.01673
C -4.72069 7.57477 -2.46795
O -4.70422 7.68511 -3.91135
C -3.37566 8.09276 -4.31624
H -4.20500 0.91133 -1.28515
H -3.37006 2.50724 -0.94240
H -2.59307 1.33107 -1.89625
H -6.06563 2.53214 -2.55383
H -5.42806 3.26089 -3.97174
H -4.02410 4.90248 -2.22376
H -5.18463 4.36753 -1.12533
H -5.97092 5.51393 -3.59865
H -5.82546 6.75929 -0.93111
H -6.81190 7.30565 -2.22449
H -3.79134 7.10748 -2.14230
H -4.69606 8.57938 -2.04577
H -3.27057 8.13265 -5.40043
H -2.56525 7.51114 -3.87689
H -3.21345 9.08220 -3.88870
*
```

Record 3
The following is a quantum chemistry calculation of a 2-piece molecular cluster, C2H2N4O3S2 overall at a distorted geometry, from OMol25.

Computed properties:
Gap between HOMO and LUMO (alpha / beta)   6.24 / 7.35 eV
Highest occupied orbital energy (alpha / beta)   -7.85 / -8.13 eV
E_tot   -1318.4063 hartree
LUMO energy (alpha / beta)   -1.610 / -0.785 eV

```
! wB97M-V def2-TZVPD RIJCOSX def2/J DEFGRID3
* xyz 0 1
C -0.18767 1.04763 0.26396
C -0.86892 -2.67353 -0.64399
N 0.20247 2.06293 -0.47353
N 0.61647 -0.08278 0.54230
N -1.41809 1.00413 0.97927
N 1.89354 -0.24302 -0.10242
O -1.49631 -3.12301 0.20705
O 0.14980 -1.04693 1.15654
O -0.37195 -2.31574 -1.61930
S -0.75231 3.36631 -0.59531
S -2.32528 2.32523 0.65534
H 2.04739 0.54001 -0.82349
H 2.51086 -0.86124 0.45358
*
```